one | A cluster of 2 separate species, C6H12O in total. Source: the Open Molecules 2025 dataset; level of theory: ωB97M-V/def2-TZVPD.

Cartesian coordinates (Å):
C: -2.76367 -1.22888 0.20065
C: -1.31032 -1.14185 0.74013
C: -0.89602 0.22626 1.18542
C: -1.24208 0.73188 2.43533
C: 0.09813 2.32123 0.48551
C: -0.07243 0.97739 0.31477
H: -3.11397 -0.32107 -0.26910
H: -3.41645 -1.50026 1.02936
H: -2.82910 -2.00548 -0.56408
H: -0.64991 -1.38293 -0.08338
H: -1.15700 -1.87545 1.53317
H: -0.57186 1.38898 2.98080
H: -2.16680 0.37717 2.87318
H: 0.11540 3.14056 -0.23152
H: 0.24196 2.71460 1.49385
H: 0.26715 0.46475 -0.58054
H: 4.23114 -1.12804 -4.39103
H: 5.39036 -0.70509 -3.45686
O: 5.13008 -1.36032 -4.12168

Properties
- Spin multiplicity: 2
- Total charge: +1
- ⟨S²⟩: 0.801
- HOMO-LUMO gap (alpha / beta): 7.29 / 5.98 eV

=====

two | A cluster of 2 separate species, C6H12O in total. Source: the Open Molecules 2025 dataset; level of theory: ωB97M-V/def2-TZVPD.

Cartesian coordinates (Å):
C: -0.86015 2.48269 -1.11598
C: -0.02707 1.14443 -1.29626
C: -0.28459 -3.29556 0.97219
C: -0.68753 -2.02025 0.73178
C: 0.11229 -1.06408 -0.00449
C: -0.45318 0.13283 -0.34299
H: -1.91711 2.26530 -1.27476
H: -0.43277 3.25392 -1.75000
H: -0.76845 2.74459 -0.05545
H: 1.00855 1.51042 -1.38130
H: -0.32932 0.83991 -2.31393
H: 0.72050 -3.50196 0.63205
H: -1.03898 -3.98456 1.32842
H: -1.32890 -1.54441 1.47357
H: 0.94986 -1.53851 -0.55083
H: -1.39833 0.30591 0.18220
H: 1.64157 0.66710 1.13584
H: 2.76932 1.22458 1.87242
O: 2.32427 0.37766 1.75752

Properties
- Spin multiplicity: 2
- Total charge: +1
- ⟨S²⟩: 0.783
- HOMO-LUMO gap (alpha / beta): 9.64 / 6.95 eV

=====

It comes down to two, which is 0.0033 hartree more stable than the next structure.

=====

one | A cluster of 14 separate species, H29O14 in total. Source: the Open Molecules 2025 dataset; level of theory: ωB97M-V/def2-TZVPD.

Cartesian coordinates (Å):
O: -1.90495 -1.38044 4.78445
H: -1.24224 -1.12584 4.12856
O: 1.23909 -3.51833 0.61619
H: 1.86104 -3.41534 -0.13569
H: 1.99938 -4.03785 0.94589
O: 0.92760 0.98456 -0.28456
H: 0.19285 0.77402 0.32326
H: 1.69396 0.48340 0.00922
O: -4.06890 1.98465 0.08247
H: -3.48584 2.35709 0.74416
H: -5.00801 2.08730 0.28259
O: 2.93912 0.71140 2.95877
H: 3.62011 1.28006 2.62839
H: 2.97089 -0.24725 2.96155
O: 3.55428 -2.03583 0.62266
H: 4.17462 -2.62195 1.06431
H: 3.92484 -1.25203 0.20920
O: -2.50690 -1.14149 -3.47939
H: -3.43796 -1.34804 -3.44822
H: -2.03470 -1.64173 -4.15194
O: 3.59399 0.14712 -0.91325
H: 3.21969 0.18025 -1.78905
H: 4.16759 0.90342 -0.78049
O: -2.46397 2.28092 -1.99702
H: -2.97130 1.97833 -1.17117
H: -1.62393 2.59739 -1.33692
O: -0.35815 3.21787 -1.12886
H: -0.01038 4.06809 -1.40098
H: 0.37745 2.56985 -1.04817
O: -0.29148 -0.46122 1.59395
H: -0.30647 0.05957 -2.22391
H: -0.06111 -0.21400 2.49776
O: 1.12732 -2.24983 3.91522
H: 1.18281 -3.18545 4.19864
H: 0.16818 -2.36839 3.76684
O: -1.05920 1.12237 -4.50355
H: -1.81689 1.14038 -5.10709
H: -1.36114 1.86981 -3.97931
O: -1.05342 0.29873 -1.66895
H: -1.62565 -0.48281 -1.66701
H: -2.25248 1.30939 -2.32892
H: -2.36790 -0.52943 4.76623
H: 0.37815 -1.14873 1.44412

Properties
- Spin multiplicity: 1
- Total charge: +1
- HOMO-LUMO gap: 10.55 eV

=====

two | A cluster of 14 separate species, H29O14 in total. Source: the Open Molecules 2025 dataset; level of theory: ωB97M-V/def2-TZVPD.

Cartesian coordinates (Å):
O: 2.67687 -1.63903 3.00920
H: -1.83364 -1.63511 -2.72279
O: 2.46141 -2.28127 0.07223
H: -4.57412 1.44169 -1.36334
H: 2.23174 -2.11031 -0.86126
O: -0.41893 -3.62981 1.06330
H: -3.94011 -2.15278 2.93325
H: -1.03946 -4.27912 0.84408
O: -3.79465 0.94885 -1.37610
H: -2.23799 -0.59104 -0.12422
H: -3.60174 0.72257 -2.33354
O: 2.91204 0.01986 0.63972
H: 2.38943 -0.94330 0.43717
H: 3.30063 -0.01940 1.45537
O: -0.16418 3.87231 0.69649
H: -1.90887 2.84901 2.98353
H: -2.61955 -2.65915 3.51215
O: -2.51314 3.08694 2.12779
H: -2.60588 2.26054 1.83224
H: 2.06586 -3.11855 0.08749
O: -1.53076 -1.85478 -3.50710
H: -1.68045 -1.03935 -4.07358
H: 1.86445 2.23688 -0.93299
O: -1.68121 -0.98209 0.73966
H: 2.22166 -2.36495 3.23582
H: 3.08345 -1.14321 3.65332
O: 2.10783 1.71101 -3.33862
H: 0.93385 0.67569 -1.54054
H: -0.82221 -2.71461 0.89811
O: -3.04230 -1.97440 2.82970
H: 1.16148 3.19007 0.26767
H: 2.34898 2.25429 0.75464
O: 1.15667 -1.22447 -2.16044
H: -2.28237 -1.25688 1.36496
H: 0.63641 -1.33107 -3.00269
O: 0.78474 1.08866 -0.74215
H: 0.64014 -1.06774 -1.43558
H: 1.23758 0.55876 0.01887
O: 2.07741 2.91015 -0.10246
H: 2.81131 1.28403 -3.84857
H: 0.32188 4.59172 0.87004
H: 1.98199 2.54978 -3.78958
H: -1.11627 3.75961 0.92874

Properties
- Spin multiplicity: 1
- Total charge: +1
- HOMO-LUMO gap: 10.96 eV

=====

It comes down to one, which is 0.0727 hartree more stable than the next structure.

=====

one | An isolated molecule of CH4INS. Source: the Open Molecules 2025 dataset; level of theory: ωB97M-V/def2-TZVPD.

Cartesian coordinates (Å):
S: 1.77737 0.83414 0.11545
N: 0.22100 0.26599 0.61905
C: -0.49723 -0.56708 -0.36033
I: -2.61977 -0.57562 0.24799
H: 1.24818 1.99740 -0.20094
H: 0.46112 -0.54401 1.26785
H: -0.10167 -1.51354 -0.53855
H: -0.48900 0.10273 -1.15053

Properties
- Spin multiplicity: 1
- Total charge: 0
- SMILES string: SNCI
- HOMO-LUMO gap: 9.59 eV

=====

two | A structure of composition CH4INS. Source: the Open Molecules 2025 dataset; level of theory: ωB97M-V/def2-TZVPD.

Cartesian coordinates (Å):
C: 0.35449 -1.23336 0.20067
N: -1.74020 1.79749 0.39929
S: -0.46041 2.24173 -0.10953
I: 1.95145 0.16135 0.16874
H: -0.48307 -0.72593 0.57091
H: 0.33417 -1.76235 -0.76374
H: 0.53739 -1.98180 0.92175
H: -0.49381 1.50287 -1.38810

Properties
- Spin multiplicity: 1
- Total charge: 0
- HOMO-LUMO gap: 8.29 eV

=====

three | A cluster of 2 separate species, CH4INS in total. Source: the Open Molecules 2025 dataset; level of theory: ωB97M-V/def2-TZVPD.

Cartesian coordinates (Å):
C: -0.89005 -0.91353 0.06837
N: 1.34096 0.24258 0.22775
S: 1.07937 1.56456 -0.69897
I: 1.07000 0.84367 2.23522
H: -1.02056 -1.81114 0.46454
H: -1.35274 -0.02344 0.56381
H: -1.22351 -0.91721 -0.92237
H: 0.99653 1.01451 -1.93835

Properties
- Spin multiplicity: 1
- Total charge: 0
- HOMO-LUMO gap (alpha / beta): 8.02 / 7.86 eV

=====

It comes down to one, which is 0.0724 hartree more stable than the next structure.

=====

one | A cluster of 2 separate species, C3H10N4 in total. Source: the Open Molecules 2025 dataset; level of theory: ωB97M-V/def2-TZVPD.

Cartesian coordinates (Å):
C: -0.41312 -0.40363 -1.98126
C: -0.33565 0.76447 -1.06555
N: 0.80679 1.16742 -0.60431
H: 0.77411 1.96198 0.02563
H: -1.19900 1.41458 -0.96933
H: 0.37166 -1.12398 -1.74885
H: -1.38497 -0.88828 -1.91784
H: -0.27384 -0.05769 -3.01055
C: 0.25560 -0.24097 1.58348
N: 1.36874 -0.81255 1.07918
N: -0.98672 -0.54191 0.92387
N: 0.17717 0.79916 2.35665
H: 1.15503 -1.65421 0.54742
H: 1.46445 0.36299 -0.12792
H: -1.77509 -0.19978 1.46196
H: -1.09650 -1.51787 0.67812
H: 1.09134 0.97026 2.76930

Properties
- Spin multiplicity: 1
- Total charge: 0
- HOMO-LUMO gap: 8.03 eV

=====

two | An isolated molecule of C3H10N4. Source: the Open Molecules 2025 dataset; level of theory: ωB97M-V/def2-TZVPD.

Cartesian coordinates (Å):
N: 0.88626 -0.70277 -1.39760
C: 1.19271 -0.03845 -0.17152
N: 2.49105 -0.42556 0.28758
N: 0.17393 -0.24660 0.94105
C: -1.15214 0.19369 0.75556
C: -1.54286 1.35022 -0.07169
N: -1.83502 0.01949 -0.57914
H: 0.94790 -1.71041 -1.29193
H: -0.06674 -0.47228 -1.68815
H: 1.20442 1.04103 -0.34874
H: 2.71808 0.05336 1.14958
H: 2.53834 -1.42603 0.44818
H: 0.17041 -1.23128 1.20316
H: -1.76522 -0.01557 1.63327
H: -0.79147 1.88423 -0.63787
H: -2.35767 1.97413 0.28101
H: -2.81199 -0.24720 -0.51274

Properties
- Spin multiplicity: 1
- Total charge: 0
- SMILES string: NC(N)N[C@H]1CN1
- HOMO-LUMO gap: 9.51 eV

=====

It comes down to two, which is 0.0200 hartree more stable than the next structure.